Below is a cluster of 2 separate species, C5H12N3 in total in a non-equilibrium geometry, with properties calculated with ωB97M-V/def2-TZVPD.

```
20
Properties=species:S:1:pos:R:3:forces:R:3:mulliken_charge:R:1
C -0.68181 0.46912 0.98472 -0.9048 -0.5478 0.6636 -0.03
C -0.29425 2.70829 0.01234 -0.4557 1.2371 -0.5619 0.04
C -0.79479 2.81036 -1.37182 1.7633 3.4692 0.3270 -1.11
C 0.51601 -3.00427 0.15045 -2.4053 0.0331 -1.4982 -1.14
C -0.26571 -1.98181 1.07482 -1.0618 -0.1166 -1.7594 -0.25
N -0.47803 1.66527 0.62913 0.7980 -0.8977 1.1454 -0.03
N 0.06531 -0.57121 0.88751 2.8197 -0.5877 -1.6717 -0.17
N 1.78940 -0.45498 -0.56096 -2.4941 -2.5321 0.4433 -0.37
H -1.55800 0.32537 1.60438 -0.5480 -0.1603 0.0854 0.42
H 0.20480 3.49593 0.57732 0.1001 0.2963 -0.4831 0.42
H -1.41544 2.07111 -1.59306 -1.8137 -4.2417 -0.9930 0.38
H 0.06499 2.91520 -2.03524 -0.2890 0.0953 -0.2641 0.29
H -1.54039 3.57796 -1.54834 0.6255 1.2583 0.2701 0.39
H 1.58744 -2.99407 0.08469 0.5418 -0.2458 1.5974 0.38
H -0.03721 -3.96566 0.33771 1.2924 0.6016 0.0277 0.31
H 0.41660 -2.85428 -0.96167 -0.9979 0.4115 0.9896 0.33
H -1.40703 -2.01338 0.90510 1.7201 -0.5061 0.0236 0.32
H -0.08873 -2.24623 2.09563 0.3342 -0.0545 0.7017 0.32
H 2.40970 -0.05083 0.07500 1.1666 1.4774 1.1073 0.26
H 1.50712 0.09811 -1.34772 -0.1913 1.0105 -0.1508 0.23
```
Forces are in eV/Å.

Properties
LUMO (alpha / beta) = -5.1 / -6.1 eV
HOMO (alpha / beta) = -14.0 / -13.8 eV
total charge = +1
total energy = -9837.539 eV

***

Below is the ion C5H12N3O2 with charge +1 in a non-equilibrium geometry, with properties calculated with ωB97M-V/def2-TZVPD.

```
22
Properties=species:S:1:pos:R:3:forces:R:3:mulliken_charge:R:1
C 2.45501 0.52251 -1.59825 1.7883 3.8696 -0.9656 -0.15
N 2.36429 -0.52985 -0.92498 0.9038 -1.6824 0.1062 0.06
C 1.74126 -0.61711 0.43061 0.1776 -0.2680 -1.9518 0.33
O 1.75994 -1.68779 0.91447 0.1903 -1.1517 0.9177 -0.46
N 1.30318 0.51731 0.94394 -1.3430 2.4529 2.5117 -0.07
N 0.72576 1.68443 0.34617 -0.1337 -0.4084 -1.2830 -0.39
O -0.67091 1.73088 0.55747 0.9360 -1.5970 -1.1851 -0.33
C -1.26937 0.66499 -0.35574 -2.6305 1.9421 2.9835 -0.35
C -1.42054 -0.64911 0.46997 1.6361 -1.1170 -2.8949 -0.04
C -2.82586 -1.26911 0.36390 -0.0073 1.7728 4.4208 -1.10
H 2.02630 1.50950 -1.08020 0.4566 -2.2795 -1.6521 0.41
H 3.15796 0.59525 -2.52568 -1.6916 -0.4314 1.5117 0.32
H 2.90719 -1.39976 -1.19811 -1.1518 0.9906 0.4092 0.34
H 0.90396 0.36956 1.87606 0.4172 -0.1342 -0.1480 0.34
H 1.06772 2.55868 0.72870 0.2541 -0.3575 0.7532 0.24
H -0.73228 0.71442 -1.26446 0.4050 -0.2069 -0.9944 0.21
H -2.30553 1.15288 -0.41729 1.3492 -0.9208 -0.5775 0.31
H -0.71539 -1.45727 0.04502 -0.5928 1.2580 0.8957 0.09
H -1.05344 -0.29164 1.42920 -0.7185 -0.8351 0.4583 0.30
H -3.46512 -0.30695 0.55993 0.2071 -2.3861 -0.2461 0.30
H -3.06253 -1.74480 -0.54432 -0.1137 -0.3165 -1.1893 0.34
H -2.89159 -2.06700 1.24361 -0.3387 1.8065 -1.8800 0.30
```
Forces are in eV/Å.

Properties
LUMO = -5.5 eV
structure (SMILES) = C=[NH+]C(=O)NNOCCC
HOMO = -13.8 eV
total charge = +1
total energy = -13933.324 eV

***

Below is the ion C5H12N3S with charge +1 in a non-equilibrium geometry, with properties calculated with ωB97M-V/def2-TZVPD.

```
21
Properties=species:S:1:pos:R:3:forces:R:3:mulliken_charge:R:1
H -3.53939 -2.93156 -1.10946 0.0605 1.8770 -0.5317 0.33
N -3.16215 -1.98568 -1.42040 -1.4676 -2.4207 -0.5037 -0.56
C -2.53027 -1.42218 -0.53689 0.9852 -1.0243 2.4698 0.39
N -1.61862 -0.42873 -0.82703 -1.2884 2.5226 -2.6759 -0.54
N -0.75420 -0.01883 0.14943 0.7504 1.0643 0.2212 0.36
C 0.47039 0.55004 -0.46766 3.1165 0.3224 1.3412 -0.77
C 1.40337 1.11095 0.65375 -2.0646 2.0492 0.8592 -0.17
C 2.71686 1.60385 0.03574 -2.6460 -1.0456 -1.8294 -1.28
C -0.52764 -1.26169 0.92282 -0.7599 0.8868 2.7887 -0.50
S -2.27572 -1.86531 1.25400 1.0458 0.8214 -0.8317 -0.06
H -1.90420 0.31190 -1.49680 0.2822 -0.8336 0.5717 0.31
H -1.02607 0.73166 0.85508 -0.6901 -0.9263 -0.8631 0.44
H 0.48737 1.22771 -1.32861 -1.6060 0.3437 0.4586 0.42
H 1.06693 -0.22174 -0.86986 0.1033 -1.6910 -0.5056 0.36
H 0.87042 2.04899 1.09228 0.7074 -1.5743 -0.2742 0.28
H 1.52782 0.35817 1.48734 0.2172 0.9049 -1.0008 0.26
H 2.92028 0.77884 -0.65611 1.7054 0.0213 0.6230 0.32
H 2.53444 2.40825 -0.68058 -0.2645 0.3081 0.3232 0.35
H 3.33199 1.97387 0.79392 1.6731 -0.1365 0.7538 0.38
H -0.10981 -2.06286 0.39074 1.0807 -0.4199 -1.2421 0.35
H 0.11819 -0.90566 1.75832 -0.9405 -1.0495 -0.1522 0.34
```
Forces are in eV/Å.

Properties
LUMO = -3.4 eV
structure (SMILES) = [H]/N=C1/N[N@H+](CCC)CS1
HOMO = -13.9 eV
total charge = +1
total energy = -20675.624 eV

***

Below is a cluster of 2 separate species, C5H12N3S in total in a non-equilibrium geometry, with properties calculated with ωB97M-V/def2-TZVPD.

```
21
Properties=species:S:1:pos:R:3:forces:R:3:mulliken_charge:R:1
C -2.09912 0.07713 0.44012 2.1547 -2.7845 -0.1799 0.43
C 1.22760 0.26304 -0.69916 -2.3420 5.2194 -0.6296 0.14
C 0.78151 0.62576 -2.12765 1.2904 0.2671 -0.1135 -1.19
C -1.07080 -2.06044 0.23214 -2.0248 -0.8401 -2.0607 -0.90
C 1.42837 1.12764 1.53040 3.2792 -1.8864 -0.6645 -0.80
N -2.39952 1.37900 0.54780 -0.6777 1.9236 1.2006 -0.42
N -1.06147 -0.65715 0.55579 -1.7929 1.1874 0.3310 -0.22
N 0.94068 1.20246 0.18636 1.5252 -2.3282 -2.3541 -0.05
S -3.72122 0.30112 -0.14784 0.0937 -0.0240 0.1403 -0.05
H 1.69406 -0.59366 -0.33542 0.8544 -1.4319 0.1786 0.52
H 1.57135 1.06307 -2.84915 -0.7059 -0.4948 1.7112 0.34
H -0.06869 1.32630 -2.11831 0.3419 -0.2855 0.1871 0.39
H 0.50483 -0.24983 -2.65502 -0.5707 -1.0251 -0.3869 0.32
H -0.56810 -2.62863 0.98980 0.1537 -0.2703 0.3871 0.32
H -2.12720 -2.49950 0.02862 1.5382 0.7107 0.6641 0.31
H -0.56362 -2.24210 -0.75241 -0.0550 0.2529 0.8255 0.27
H 2.42697 1.63525 1.59772 -1.1800 0.0819 0.1266 0.35
H 0.73460 1.41016 2.22224 -1.7379 1.1769 1.7554 0.36
H 1.68244 0.05812 1.75494 -0.4363 0.8315 -0.2966 0.28
H -2.65842 1.70794 1.51772 0.3304 -0.5821 -1.2320 0.31
H 0.43136 1.99216 -0.18799 -0.0385 0.3016 0.4104 0.28
```
Forces are in eV/Å.

Properties
LUMO = -4.5 eV
HOMO = -12.7 eV
total charge = +1
total energy = -20675.624 eV

***

Below is an isolated molecule of C5H12N4 in a non-equilibrium geometry, with properties calculated with ωB97M-V/def2-TZVPD.

```
21
Properties=species:S:1:pos:R:3:forces:R:3:mulliken_charge:R:1
C 0.53515 0.09970 1.32687 0.1212 -1.1552 -1.4423 -1.42
C 2.47962 0.59030 -0.19391 -0.3497 0.6541 -0.8210 -1.48
C -1.45791 -0.53130 -0.10639 0.3317 1.9844 1.0421 -0.11
C -0.49081 0.44855 0.28082 -2.8545 -0.2224 0.7076 1.02
C 1.15910 -0.15536 -0.05617 2.2771 -1.8127 -0.4358 1.14
N -1.65261 -1.72679 0.53726 0.3742 0.0573 -0.2741 -0.52
N -2.40281 -0.16844 -1.00593 0.0353 -0.2541 -0.3261 -0.41
N -0.82210 1.81280 -0.01399 -0.1648 -0.1175 -0.2810 -0.64
N 0.95617 -1.21160 -0.86152 0.0383 -0.1194 1.0735 -0.82
H -0.83404 -2.03995 1.03625 -0.0024 0.0570 -0.0560 0.29
H -1.98916 -2.47739 -0.05171 0.0107 0.0923 -0.0588 0.23
H -3.03713 -0.87390 -1.34588 0.1040 0.0881 -0.0451 0.21
H -2.15041 0.57297 -1.64416 -0.0523 0.0056 0.1915 0.25
H -1.58383 2.13778 0.57092 0.0867 0.2248 0.1099 0.23
H -0.03134 2.43765 0.07370 -0.0921 -0.0963 -0.0615 0.25
H 1.53337 -1.35473 -1.69158 0.3889 0.6926 0.8166 0.17
H 0.44617 -0.77170 1.96818 -0.4713 -0.0278 0.1109 0.23
H 0.84671 0.98366 1.87956 0.3629 -0.1866 -0.2780 0.33
H 2.53117 1.54408 0.33770 -0.0746 -0.0097 -0.0622 0.32
H 3.25976 -0.05982 0.20981 -0.2052 -0.0104 0.1116 0.34
H 2.70492 0.74346 -1.24982 0.1359 0.1558 -0.0222 0.40
```
Forces are in eV/Å.

Properties
LUMO (alpha / beta) = 0.9 / 0.9 eV
HOMO (alpha / beta) = -5.9 / -5.9 eV
total energy = -11336.869 eV

***

Below is a cluster of 2 separate species, C5H12NO in total in a non-equilibrium geometry, with properties calculated with ωB97M-V/def2-TZVPD.

```
19
Properties=species:S:1:pos:R:3:forces:R:3:mulliken_charge:R:1
C -0.87498 -0.35628 -1.55106 2.0967 1.0209 0.6670 0.04
O -1.41333 -0.52564 -0.26566 -1.2124 -0.3104 -0.8794 -0.65
C -0.81154 -1.67464 -2.24963 -0.8432 -0.9731 -2.0744 -1.17
H 0.21347 0.03246 -1.49687 -1.6977 -0.3171 0.0556 0.07
H -1.44537 0.38858 -2.13861 0.0222 -0.2125 0.1409 0.20
H -0.25100 -1.68836 -3.23799 -0.3589 0.2112 1.1733 0.30
H -1.82173 -2.05323 -2.50432 0.1477 0.3132 0.0684 0.28
H -0.44251 -2.43955 -1.59427 0.6845 -0.2482 0.3777 0.32
C 2.18349 0.63130 0.01389 -0.3449 0.2916 0.0575 -0.95
C 1.17109 1.02499 0.88450 0.2730 0.1871 0.1734 0.11
N 0.22737 0.25871 1.49239 0.7141 0.7984 0.9184 -0.70
C -0.41369 0.80907 2.72537 0.3721 -0.7157 -1.2560 -0.75
H 2.23021 -0.42644 -0.30530 0.1825 0.6278 0.2656 0.30
H 2.89586 1.36390 -0.45619 -1.0408 -0.7527 0.5272 0.19
H 1.10633 2.13695 1.06583 0.2967 -0.6469 0.1985 0.20
H -0.76900 -0.28982 0.48109 0.5650 0.2041 -0.0802 0.53
H -0.16778 0.18316 3.62850 -0.1354 0.5147 -0.6604 0.16
H -0.10232 1.84941 2.92688 -0.0994 -0.1065 0.0296 0.31
H -1.51457 0.77545 2.58147 0.3782 0.1139 0.2976 0.21
```
Forces are in eV/Å.

Properties
LUMO = 4.2 eV
HOMO = -2.2 eV
total charge = -1
total energy = -8916.042 eV

***

Below is the ion C5H12NO with charge -1 in a non-equilibrium geometry, with properties calculated with ωB97M-V/def2-TZVPD.

```
19
Properties=species:S:1:pos:R:3:forces:R:3:mulliken_charge:R:1
C 2.04400 0.57647 1.63864 -1.4411 1.5057 -0.2380 -1.24
C 0.53916 0.39574 1.28620 1.3603 -1.1086 -0.4136 -0.33
C 0.32804 -0.72726 0.26681 -0.2230 -1.1908 0.3657 -0.48
C 0.16494 -0.31334 -1.19993 1.1193 1.2533 0.9564 -0.89
N -0.98229 0.50805 -1.44200 -0.9395 -0.5730 -1.3149 -0.41
C -2.32969 -0.23388 -1.37948 0.8062 -0.2701 -0.5503 -0.40
O -3.03604 0.05161 -0.31565 -0.3069 0.0435 0.0332 -0.85
H 2.37814 -0.19966 2.32088 0.4520 -0.1394 -0.3854 0.34
H 2.62172 0.79722 0.74286 0.4074 -0.7351 -0.0268 0.32
H 2.04672 1.53756 2.15582 0.4293 -0.0158 0.5219 0.35
H 0.11345 0.05139 2.22517 -0.7526 0.6661 0.0118 0.27
H 0.16990 1.33366 0.87571 -0.4516 -0.0136 0.4939 0.26
H -0.55271 -1.32987 0.52725 -0.1853 0.4400 -0.0437 0.33
H 1.14014 -1.45986 0.42105 0.1830 0.1789 -0.3505 0.40
H 1.06746 0.24987 -1.51222 -0.0059 -0.0595 0.1313 0.28
H 0.19450 -1.19633 -1.82766 -0.4459 -0.1842 -0.2119 0.33
H -1.12763 1.31868 -0.85755 0.4133 -0.1604 0.3672 0.26
H -2.01271 -1.31443 -1.52629 0.0279 -0.0599 0.3971 0.18
H -2.76711 -0.04563 -2.39963 -0.4469 0.4231 0.2565 0.27
```
Forces are in eV/Å.

Properties
LUMO = 3.8 eV
structure (SMILES) = CCCCNC[O-]
HOMO = -2.3 eV
total charge = -1
total energy = -8916.263 eV

***

Below is the ion C5H12NO with charge -1 in a non-equilibrium geometry, with properties calculated with ωB97M-V/def2-TZVPD.

```
19
Properties=species:S:1:pos:R:3:forces:R:3:mulliken_charge:R:1
C -2.29699 -1.15806 -0.55193 0.2771 0.3573 -1.1114 -0.81
N -0.90497 -1.30162 -0.21132 0.8449 1.1137 0.9632 -0.47
C -0.18740 0.02418 -0.01630 1.2637 -1.4339 -0.2463 0.10
C 0.58647 0.35037 -1.32940 -0.0499 1.1030 0.8308 -1.44
C 0.83824 -0.11363 1.14131 -0.9529 1.1048 -0.6198 -0.74
C 1.57145 1.27973 1.30533 0.1010 -0.0768 1.5573 -0.45
O 2.69002 1.38391 0.58890 -0.0433 0.0504 -0.3988 -0.86
H -2.45681 -0.27891 -1.21494 -0.2276 -0.1669 0.2643 0.30
H -2.86348 -1.03209 0.36393 -0.2644 0.1298 0.1051 0.23
H -2.70538 -2.01353 -1.10084 0.1716 -0.1256 0.2197 0.33
H -0.28361 -1.68533 -0.90240 -0.7044 -0.7915 -0.5258 0.30
H -0.84368 0.85513 0.23422 -0.5209 -0.2801 0.0474 0.35
H 1.63337 0.09180 -1.14678 -0.1002 -0.4009 -0.5139 0.30
H 0.66889 1.43746 -1.42889 -0.1089 -0.0275 -0.1323 0.34
H 0.11765 -0.04333 -2.23791 0.1095 -0.1588 0.1183 0.49
H 0.25412 -0.52264 1.97927 0.2460 0.4343 0.2807 0.37
H 1.63661 -0.81979 0.91902 -0.0468 -0.1716 -0.2461 0.25
H 0.81262 2.11714 1.18843 -0.1705 -0.2947 -0.6162 0.15
H 1.73287 1.42922 2.42031 0.1759 -0.3650 0.0236 0.26
```
Forces are in eV/Å.

Properties
LUMO = 3.7 eV
structure (SMILES) = CN[C@H](C)CC[O-]
HOMO = -2.2 eV
total charge = -1
total energy = -8915.869 eV